Model P:
Entry from the OMol25 dataset: a 2-piece molecular cluster, C11H11N overall (ωB97M-V/def2-TZVPD).

Geometry (Å):
C -2.666 -1.203 0.210
C -1.345 -0.788 0.212
C -1.075 0.554 -0.078
C -2.108 1.421 -0.333
C -3.430 1.032 -0.272
C -3.699 -0.303 -0.003
C 3.326 0.835 0.383
C 2.375 0.480 1.316
C 1.357 -0.565 0.910
C 1.519 -1.179 -0.280
C 2.533 -0.628 -1.141
H -2.965 -2.260 0.352
H -0.514 -1.414 0.374
H -0.028 0.931 0.023
H -1.963 2.510 -0.492
H -4.309 1.653 -0.547
H -4.737 -0.691 0.117
H 4.164 1.508 0.561
H 2.210 0.968 2.298
H 0.628 -1.130 1.573
H 1.039 -2.136 -0.735
H 2.588 -0.915 -2.218
N 3.309 0.435 -0.978

For the LUMO energy, the calculation gives 0.64 eV. For the HOMO energy, the calculation gives -9.36 eV. The spin multiplicity is 1.

Model Q:
Entry from the OMol25 dataset: a 2-piece molecular cluster, C11H11N overall (ωB97M-V/def2-TZVPD).

Geometry (Å):
C 2.222 0.322 -0.478
C 1.360 -0.172 -1.458
C 0.372 -1.084 -1.051
C 0.286 -1.522 0.294
C 1.114 -0.985 1.221
C 2.127 -0.093 0.849
C -1.462 0.303 -1.186
C -0.375 1.053 -0.796
C -0.115 1.273 0.562
C -1.050 0.812 1.412
C -2.182 0.173 0.936
H 2.895 1.171 -0.706
H 1.381 0.241 -2.503
H -0.397 -1.479 -1.795
H -0.466 -2.209 0.617
H 0.940 -1.207 2.291
H 2.880 0.359 1.516
H -1.562 0.075 -2.279
H 0.375 1.303 -1.573
H 0.846 1.657 0.875
H -0.910 1.098 2.489
H -2.920 -0.129 1.706
N -2.406 -0.195 -0.352

For the LUMO energy, the calculation gives 0.87 eV. For the HOMO energy, the calculation gives -7.81 eV. The spin multiplicity is 1.

Which structure is the most stable? The one labeled model P.

Model P:
Entry from the OMol25 dataset: C11H11N as an isolated structure (ωB97M-V/def2-TZVPD).

Geometry (Å):
C -3.715 -1.007 -0.023
C -2.381 -0.483 -0.158
C -2.476 0.887 0.051
C -1.232 1.738 -0.071
C -0.019 1.024 -0.045
C 1.341 1.564 0.064
C 2.422 0.967 0.116
C 2.319 -0.454 0.049
C 3.606 -1.157 -0.118
C 0.078 -0.440 -0.024
C -1.136 -1.209 -0.009
H -3.917 -2.145 -0.458
H -4.603 -0.352 -0.641
H -3.761 -0.801 1.377
H -3.457 1.395 0.193
H -1.231 2.914 -0.339
H 1.391 2.629 0.135
H 3.577 1.353 -0.261
H 3.995 -0.165 -0.976
H 3.650 -2.348 -0.734
H 4.131 -0.894 0.861
H -1.168 -2.388 0.296
N 1.222 -1.111 0.222

For the LUMO energy, the calculation gives 0.32 eV. For the HOMO energy, the calculation gives -8.25 eV. The spin multiplicity is 1.

Model Q:
Entry from the OMol25 dataset: a 2-piece molecular cluster, C11H11N overall (ωB97M-V/def2-TZVPD).

Geometry (Å):
C -0.894 -2.173 -0.340
C -1.030 -3.505 -0.014
C -0.346 -4.119 1.009
C 0.313 -3.220 1.961
C 0.640 -1.877 1.628
C 0.123 -1.327 0.356
C 0.859 1.838 -1.666
C 0.213 3.018 -2.188
C -0.339 3.906 -1.183
C -0.313 3.711 0.101
C 0.614 2.651 0.489
H -1.271 -1.848 -1.262
H -1.746 -3.949 -0.574
H -0.376 -5.187 1.114
H 0.579 -3.651 2.969
H 1.067 -1.195 2.353
H 0.428 -0.250 0.196
H 1.366 1.110 -2.329
H 0.060 3.007 -3.228
H -0.802 4.793 -1.468
H -0.843 4.288 0.894
H 0.580 2.240 1.500
N 1.118 1.739 -0.316

For the LUMO energy, the calculation gives 0.73 eV. For the HOMO energy, the calculation gives -8.63 eV. The spin multiplicity is 1.

Which structure is the most stable? The one labeled model Q.

Model P:
Entry from the OMol25 dataset: a 2-piece molecular cluster, C2H4N3O overall (ωB97M-V/def2-TZVPD).

Geometry (Å):
C 0.316 2.721 -0.551
C 0.337 -1.538 0.894
N 0.258 1.633 -0.217
N -1.036 -0.467 -0.917
N -0.515 -0.992 -0.067
O -1.567 0.138 -1.687
H 0.612 3.777 -0.863
H 1.182 -0.973 0.926
H 0.029 -1.637 1.881
H 0.384 -2.663 0.600

For the LUMO energy, the calculation gives -4.46 eV. For the HOMO energy, the calculation gives -17.03 eV. The spin multiplicity is 1. The net charge is +1.

Model Q:
Entry from the OMol25 dataset: an isolated ion of composition C2H4N3O and charge +1 (ωB97M-V/def2-TZVPD).

Geometry (Å):
C -0.773 -0.317 -1.825
C 0.075 -0.221 0.576
N -1.410 -1.293 -2.431
N -1.729 -2.220 -1.705
N -0.658 -0.682 -0.530
O -1.255 -1.890 -0.352
H -0.360 0.606 -2.078
H 0.664 0.770 0.350
H -0.422 -0.112 1.557
H 0.656 -0.994 1.047

For the LUMO energy, the calculation gives -6.85 eV. For the HOMO energy, the calculation gives -17.47 eV. The spin multiplicity is 1. The net charge is +1.

Which structure is the most stable? The one labeled model Q.

Model P:
Entry from the OMol25 dataset: C32H26AsCdF9N2O5S as an isolated structure (ωB97M-V/def2-TZVPD).

Geometry (Å):
Cd 0.007 0.559 0.966
N 0.885 1.009 4.014
C 2.198 0.606 4.049
C 2.830 0.315 5.239
C 4.188 -0.045 5.292
C 4.938 -0.117 4.155
C 4.313 0.115 2.908
C 5.029 0.018 1.692
C 4.384 0.181 0.506
C 2.996 0.406 0.527
N 2.293 0.522 1.630
C 2.939 0.431 2.836
H 0.619 1.685 3.296
H 0.499 1.262 4.909
H 2.267 0.413 6.159
H 4.641 -0.244 6.255
H 5.993 -0.358 4.183
H 6.091 -0.198 1.728
H 4.901 0.112 -0.441
H 2.443 0.471 -0.407
O 0.148 0.397 -1.206
As -0.702 -0.741 -2.105
C -0.195 -0.399 -3.913
C 0.762 0.571 -4.171
C 1.148 0.815 -5.484
C 0.571 0.097 -6.521
C -0.393 -0.870 -6.256
C -0.777 -1.122 -4.949
C -0.220 -2.568 -1.857
C -1.137 -3.568 -1.566
C -0.687 -4.872 -1.410
C 0.662 -5.164 -1.538
C 1.574 -4.157 -1.832
C 1.135 -2.855 -1.994
C -2.566 -0.367 -1.971
C -3.401 -0.961 -1.029
C -4.699 -0.490 -0.883
C -5.147 0.572 -1.652
C -4.303 1.177 -2.576
C -3.008 0.713 -2.736
H 1.185 1.135 -3.349
H 1.894 1.569 -5.696
H 0.869 0.292 -7.543
H -0.843 -1.426 -7.068
H -1.523 -1.880 -4.739
H -2.186 -3.346 -1.449
H -1.394 -5.656 -1.174
H 1.007 -6.181 -1.407
H 2.626 -4.389 -1.934
H 1.842 -2.066 -2.222
H -3.041 -1.740 -0.370
H -5.350 -0.945 -0.149
H -6.153 0.949 -1.517
H -4.649 2.017 -3.163
H -2.347 1.192 -3.447
C -0.569 -2.558 3.444
S -1.110 -1.870 1.920
O -1.525 -0.478 2.232
O -2.175 -2.701 1.409
O 0.083 -1.806 1.047
H -1.337 -2.373 4.190
H 0.360 -2.066 3.726
H -0.418 -3.625 3.295
F -1.349 5.522 0.110
C -0.625 4.399 0.234
F -0.819 3.667 -0.874
F 0.662 4.741 0.257
C -1.008 3.569 1.499
O -0.098 2.601 1.691
C -2.429 2.953 1.305
F -3.342 3.814 0.856
F -2.868 2.447 2.460
F -2.378 1.935 0.423
C -1.048 4.521 2.743
F -0.062 5.424 2.697
F -0.892 3.817 3.869
F -2.204 5.191 2.846

For the LUMO energy, the calculation gives 0.02 eV. For the HOMO energy, the calculation gives -7.96 eV. The spin multiplicity is 1.

Model Q:
Entry from the OMol25 dataset: C32H26AsCdF9N2O5S as an isolated structure (ωB97M-V/def2-TZVPD).

Geometry (Å):
Cd -0.851 -0.629 -0.307
N -3.910 -1.268 -0.905
C -4.385 -0.103 -1.466
C -5.737 0.136 -1.587
C -6.238 1.290 -2.214
C -5.390 2.217 -2.744
C -3.996 2.038 -2.594
C -3.072 2.978 -3.103
C -1.739 2.799 -2.900
C -1.318 1.687 -2.148
N -2.140 0.783 -1.659
C -3.480 0.912 -1.910
H -3.006 -1.609 -1.225
H -4.583 -2.009 -0.813
H -6.428 -0.615 -1.218
H -7.310 1.422 -2.297
H -5.759 3.087 -3.275
H -3.447 3.834 -3.654
H -1.004 3.498 -3.279
H -0.264 1.556 -1.921
O 1.124 0.188 -0.511
As 2.073 0.601 0.809
C 3.685 1.290 0.035
C 3.765 1.444 -1.340
C 4.930 1.948 -1.905
C 6.005 2.284 -1.093
C 5.920 2.125 0.286
C 4.757 1.630 0.853
C 1.521 2.078 1.892
C 1.390 2.006 3.270
C 0.967 3.131 3.966
C 0.682 4.306 3.285
C 0.826 4.370 1.902
C 1.246 3.254 1.202
C 2.597 -0.985 1.740
C 1.957 -1.473 2.877
C 2.290 -2.735 3.350
C 3.227 -3.509 2.682
C 3.855 -3.022 1.539
C 3.540 -1.762 1.063
H 2.924 1.154 -1.955
H 5.002 2.074 -2.978
H 6.915 2.671 -1.536
H 6.760 2.387 0.916
H 4.680 1.507 1.927
H 1.594 1.088 3.801
H 0.847 3.084 5.041
H 0.346 5.179 3.832
H 0.606 5.291 1.376
H 1.356 3.289 0.125
H 1.172 -0.909 3.363
H 1.795 -3.121 4.232
H 3.456 -4.507 3.035
H 4.576 -3.634 1.012
H 4.014 -1.382 0.168
C -3.343 0.280 2.645
S -1.668 -0.134 2.297
O -1.714 -1.414 1.546
O -0.958 -0.215 3.553
O -1.171 0.925 1.386
H -3.830 -0.601 3.063
H -3.813 0.567 1.704
H -3.343 1.106 3.355
F 0.870 -4.563 -3.221
C 0.427 -3.357 -2.838
F 1.457 -2.705 -2.272
F 0.093 -2.679 -3.938
C -0.779 -3.430 -1.842
O -1.304 -2.198 -1.693
C -0.284 -3.999 -0.472
F 0.464 -5.105 -0.573
F -1.333 -4.267 0.314
F 0.455 -3.070 0.167
C -1.877 -4.402 -2.421
F -1.973 -4.293 -3.752
F -3.075 -4.095 -1.908
F -1.649 -5.695 -2.146

For the LUMO energy, the calculation gives 0.05 eV. For the HOMO energy, the calculation gives -7.85 eV. The spin multiplicity is 1.

Which structure is the most stable? The one labeled model P.